{"formula": "C2H3CaClNO4", "method": "ωB97M-V with the def2-TZVPD basis set", "e_lumo_ev": -7.9, "max_force_ev_per_a": 8.82, "homo_lumo_gap_ev": 5.019, "de_lowest_kcal_mol": 0.00, "total_charge": 1, "species": ["Ca", "Cl", "O", "O", "O", "O", "C", "C", "N", "H", "H", "H"], "positions_angstrom": [[2.01, -3.96, 2.36], [1.96, -0.39, 1.07], [2.99, 0.06, 1.99], [2.34, 0.01, -0.26], [1.81, -1.82, 1.12], [0.68, 0.24, 1.28], [-1.70, 1.36, -1.33], [-2.44, 0.07, -1.16], [-3.11, -0.86, -1.03], [-2.38, 2.16, -1.60], [-0.89, 1.44, -2.05], [-1.27, 1.69, -0.38]]}